Molecular formula: C16H56B2In2O16
Method: DFT, ωB97M-V/def2-TZVPD

Orbital gap = 1.5 eV
Net charge = +4
HOMO energy = -17.56 eV
Energy relative to the best compared isomer or geometry (same formula, charge and spin) = 212.1 kcal/mol
LUMO = -16.1 eV

XYZ file:
```
92
Properties=species:S:1:pos:R:3:forces:R:3
In 0.04771 -15.29717 -4.08900 -0.10 -0.02 0.15
In 2.40900 -22.40982 -4.99462 -0.01 -0.06 0.13
B 1.54150 -18.49483 -6.99300 -1.14 -1.60 -0.20
H 1.46596 -17.71741 -7.73741 -1.02 4.80 -1.81
H 2.13536 -18.08784 -6.18930 4.47 2.55 2.45
H 0.55198 -18.71848 -6.62547 -4.64 -1.73 -0.23
H 2.13917 -19.32745 -7.33032 2.17 -4.27 0.24
B 0.20766 -19.63640 -2.73182 -1.48 -1.04 -0.54
H -0.43704 -19.71831 -3.59315 -3.61 -0.56 -2.70
H 1.16221 -19.25997 -3.06556 5.22 1.86 -0.28
H -0.12614 -18.90117 -2.01610 -1.24 4.05 2.06
H 0.35560 -20.59944 -2.26825 1.27 -4.23 0.90
C -5.52673 -20.50854 -0.82329 0.20 0.06 2.34
C -4.83855 -21.67622 -1.52010 0.74 -0.03 -1.11
O -4.15597 -21.26337 -2.68810 -0.40 0.41 -0.69
O -4.55499 -19.61181 -0.24479 -0.30 -0.03 -1.13
H -6.08403 -20.88940 0.03255 -0.20 -0.47 -0.17
H -6.28392 -20.02227 -1.43836 0.51 0.24 -0.53
H -5.59423 -22.41030 -1.79972 0.08 -0.03 0.05
H -3.96822 -22.09738 -1.01685 -0.89 -0.36 1.51
H -3.35458 -20.86064 -2.34576 0.32 0.31 -0.34
H -4.73012 -19.54267 0.69656 -0.04 -0.07 0.11
C -1.08145 -21.94854 -9.13250 0.25 0.90 -0.92
C -2.11333 -21.82694 -8.06494 0.63 -0.97 2.75
O -1.57609 -22.13423 -6.76225 0.16 0.28 -0.85
O 0.27007 -22.29211 -8.81436 -1.61 0.27 0.42
H -1.12034 -20.96171 -9.59375 0.46 0.23 -0.40
H -1.54224 -22.55108 -9.91526 0.51 -0.69 -0.28
H -2.98453 -22.47048 -8.18720 -0.29 -0.14 -0.36
H -2.49865 -20.81056 -7.98360 -0.15 0.48 -0.37
H -2.24453 -21.86351 -6.12861 -0.24 -0.13 0.34
H 0.76818 -21.50613 -9.05040 0.41 -0.13 -0.24
C -4.61006 -16.74819 -4.97773 0.66 0.46 -0.09
C -5.09069 -15.28535 -4.88726 0.05 -0.64 -0.78
O -4.08744 -14.42874 -4.43670 1.51 0.30 1.12
O -3.46683 -16.96102 -5.80948 0.35 0.30 0.19
H -5.36012 -17.47824 -5.28192 -0.51 0.45 0.25
H -4.25618 -16.99466 -3.97668 -0.10 -0.19 0.10
H -5.88705 -15.24673 -4.14401 -0.67 -0.16 -0.37
H -5.29858 -14.78424 -5.83265 -1.27 -0.98 -0.46
H -4.47830 -13.55970 -4.55336 0.37 0.39 0.16
H -3.71938 -16.98785 -6.73527 -0.21 0.12 -0.07
C 3.55814 -15.35941 -0.53902 0.24 -0.05 0.58
C 4.59688 -16.07904 -1.43354 -0.58 -0.15 -1.70
O 4.06090 -16.10769 -2.74454 -2.39 0.77 -1.54
O 2.21627 -15.87752 -0.58872 0.49 0.30 -0.62
H 3.50752 -14.29603 -0.77306 -0.16 -0.14 -0.73
H 3.87860 -15.29003 0.50050 0.35 -0.59 0.10
H 4.68893 -17.16002 -1.32809 0.58 -0.03 1.67
H 5.53223 -15.55087 -1.61863 0.34 -0.05 1.43
H 4.61409 -16.39363 -3.47518 0.68 0.03 0.53
H 2.11342 -16.64639 -0.02317 0.29 -0.06 0.11
C 6.16620 -21.89481 -1.18984 -0.97 0.91 0.16
C 6.79282 -23.01915 -2.11149 -1.66 0.75 -0.18
O 6.38469 -22.91481 -3.49687 -0.14 0.15 1.40
O 4.74079 -21.64297 -1.45328 0.92 -0.91 -1.27
H 6.63542 -20.91162 -1.22561 0.58 0.06 -0.56
H 6.15896 -22.13051 -0.12565 0.72 -0.66 -0.02
H 6.28587 -23.85181 -1.62385 0.07 -0.82 -0.51
H 7.86846 -23.19412 -2.08906 -0.10 0.55 0.66
H 7.17402 -22.99888 -4.03679 0.13 -0.02 -0.13
H 4.36446 -21.03580 -0.81194 0.34 -0.01 0.37
C -3.09411 -14.36309 0.06495 -0.25 1.71 -0.42
C -2.21904 -13.07002 0.21716 0.92 0.45 -0.60
O -1.53638 -12.59512 -0.91505 0.01 -1.15 -1.46
O -2.60047 -15.44463 -0.69348 0.13 0.79 0.83
H -3.97514 -13.97070 -0.44290 -0.41 0.21 -0.51
H -3.50775 -14.62363 1.03918 0.53 -0.28 0.22
H -1.35657 -13.26774 0.85368 -0.10 -0.54 1.15
H -2.71639 -12.15496 0.53874 -0.90 -0.83 1.00
H -1.37552 -11.65299 -0.82489 -0.08 0.27 -0.01
H -3.01619 -16.19522 -0.26291 0.17 -0.61 -0.23
C 1.79262 -20.42517 2.95205 1.21 1.91 -0.04
C 0.27781 -20.34475 2.73094 0.21 0.67 -0.67
O 0.05514 -21.16616 1.61906 -1.02 -0.40 0.30
O 2.46270 -19.39351 2.12115 -0.81 -1.78 0.73
H 2.08257 -21.43298 2.65484 0.27 0.22 0.11
H 1.99652 -20.19683 3.99818 0.19 -0.25 0.01
H -0.02924 -19.32928 2.48066 0.24 0.19 0.22
H -0.19926 -20.59530 3.67842 -0.33 -0.88 -0.38
H 0.20199 -20.62373 0.84074 -0.07 0.04 -0.32
H 2.97338 -18.87053 2.74348 0.13 0.29 0.03
C 1.15237 -26.58236 -1.42550 1.55 -0.09 -0.10
C 0.19541 -25.57687 -0.87760 -0.42 1.95 -0.74
O -0.37838 -24.73191 -1.92057 0.11 -0.81 0.42
O 2.31226 -25.97412 -2.08975 -1.79 -0.66 0.56
H 0.58858 -27.27052 -2.05532 0.10 0.08 -0.60
H 1.53303 -27.19525 -0.60845 -0.10 0.04 0.20
H 0.70931 -24.78901 -0.32689 0.44 -0.47 0.64
H -0.54231 -26.08186 -0.25402 -0.13 0.10 -0.17
H -1.32044 -24.90207 -1.99240 -0.19 -0.17 -0.08
H 3.01284 -26.59906 -1.88913 0.46 0.06 -0.18
```
Forces are in eV/Å.